--- P ---
The following is a quantum chemistry calculation of a cluster of 3 separate species, C3H14NO2S2 in total, from the OMol25 dataset.

The geometry in ORCA input format:
```
! wB97M-V def2-TZVPD RIJCOSX def2/J DEFGRID3
* xyz 1 1
N 1.042 0.828 1.539
C 0.432 -0.680 1.207
C 1.632 -1.563 0.963
C -0.478 -0.693 -0.016
S -2.279 -0.677 0.190
S -2.627 1.403 0.451
H 1.572 0.958 2.409
H 1.658 1.124 0.660
H 0.285 1.535 1.703
H -0.179 -0.820 2.312
H 1.789 -2.261 1.742
H 1.472 -2.139 0.024
H 2.458 -0.767 0.764
H -0.253 0.236 -0.685
H -0.303 -1.420 -0.854
H -2.884 1.820 -0.850
H -1.257 -2.247 -3.402
H -2.541 -1.436 -3.124
O -1.601 -1.536 -2.936
H 0.706 3.536 -0.483
H 0.600 2.248 -1.281
O 0.757 2.551 -0.335
*
```

As for the frontier orbital gap: 9.5394 eV.

Results of the natural (NBO) charge analysis, in e, for atoms 1 through 6: number 1, N, carries -0.7527; number 2, C, carries -0.0085; number 3, C, carries -0.6408; number 4, C, carries -0.6547; number 5, S, carries 0.1735; number 6, S, carries -0.1674

--- Q ---
The following is a quantum chemistry calculation of a cluster of 3 separate species, C3H14NO2S2 in total, from the OMol25 dataset.

The geometry in ORCA input format:
```
! wB97M-V def2-TZVPD RIJCOSX def2/J DEFGRID3
* xyz 1 1
N -1.248 1.123 0.543
C -0.145 0.901 -0.446
C -0.419 -0.415 -1.152
C 1.191 0.817 0.262
S 1.469 2.124 1.504
S 0.564 1.397 3.191
H -2.140 1.011 0.048
H -1.283 0.457 1.318
H -1.341 2.096 0.850
H -0.142 1.714 -1.154
H -1.150 -0.343 -1.960
H 0.474 -0.764 -1.671
H -0.797 -1.227 -0.555
H 1.418 -0.143 0.725
H 2.010 0.981 -0.436
H 1.470 0.479 3.573
H 3.352 -2.267 -3.060
H 3.028 -2.606 -4.531
O 2.687 -2.170 -3.746
H -3.507 -0.546 2.584
H -2.675 -1.780 2.132
O -2.815 -0.839 1.983
*
```

As for the frontier orbital gap: 9.8670 eV.

Results of the natural (NBO) charge analysis, in e, for atoms 1 through 6: number 1, N, carries -0.6930; number 2, C, carries -0.0670; number 3, C, carries -0.6538; number 4, C, carries -0.5658; number 5, S, carries 0.1222; number 6, S, carries -0.1442

Most stable one: Q, least stable one: P.

--- P ---
The following is a quantum chemistry calculation of the ion C3H7FN3 with charge +1, from the OMol25 dataset.

The geometry in ORCA input format:
```
! wB97M-V def2-TZVPD RIJCOSX def2/J DEFGRID3
* xyz 1 1
C -1.245 -1.141 0.025
C -0.668 0.180 -0.190
N -1.372 1.110 -0.744
N 0.495 0.292 0.456
N 1.798 1.155 0.129
C 1.850 -0.178 0.464
F 2.169 -0.944 -0.594
H -1.228 -1.626 -0.942
H -0.476 -1.757 0.644
H -2.255 -1.186 0.511
H -2.350 0.812 -0.922
H -1.064 1.967 -1.010
H 2.086 1.932 0.672
H 2.259 -0.617 1.501
*
```

As for the frontier orbital gap: 11.2756 eV. As for the SMILES: CC(=[NH2+])N1N[C@@H]1F.

Results of the natural (NBO) charge analysis, in e, for atoms 1 through 6: number 1, C, carries -0.6946; number 2, C, carries 0.5648; number 3, N, carries -0.6604; number 4, N, carries -0.2811; number 5, N, carries -0.4288; number 6, C, carries 0.4788

--- Q ---
The following is a quantum chemistry calculation of a cluster of 2 separate species, C3H7FN3 in total, from the OMol25 dataset.

The geometry in ORCA input format:
```
! wB97M-V def2-TZVPD RIJCOSX def2/J DEFGRID3
* xyz 1 1
C -0.137 -1.277 0.400
C -1.160 2.761 -0.373
C -1.041 1.431 -0.396
N -1.007 -0.927 1.123
N 0.862 -1.754 -0.202
N 2.084 -2.201 0.272
F 0.157 0.815 -0.635
H -2.121 3.268 -0.240
H -0.230 3.273 -0.362
H -1.817 0.686 -0.681
H -1.090 0.022 1.375
H 0.553 -2.055 -1.097
H 2.795 -1.952 -0.431
H 2.154 -2.090 1.246
*
```

As for the frontier orbital gap: 9.6391 eV.

Results of the natural (NBO) charge analysis, in e, for atoms 1 through 6: number 1, C, carries 0.7126; number 2, C, carries -0.3883; number 3, C, carries 0.1171; number 4, N, carries -0.4684; number 5, N, carries -0.3743; number 6, N, carries -0.6089

Most stable one: P, least stable one: Q.

--- P ---
The following is a quantum chemistry calculation of an isolated molecule of C2H6NP, from the OMol25 dataset.

The geometry in ORCA input format:
```
! wB97M-V def2-TZVPD RIJCOSX def2/J DEFGRID3
* xyz 0 1
P -1.890 0.009 -0.129
N -0.317 -0.308 0.427
C 0.638 -1.113 -0.065
C 0.728 0.586 0.092
H -1.435 0.974 -0.992
H -2.032 0.978 0.841
H 0.933 -1.441 -1.036
H 1.265 -1.633 0.857
H 1.188 1.014 0.938
H 0.922 0.934 -0.933
*
```

As for the frontier orbital gap: 10.1700 eV. As for the SMILES: PN1CC1.

Results of the natural (NBO) charge analysis, in e, for atoms 1 through 6: number 1, P, carries 0.5437; number 2, N, carries -0.7133; number 3, C, carries -0.2008; number 4, C, carries -0.2636; number 5, H, carries -0.0771; number 6, H, carries -0.0506

--- Q ---
The following is a quantum chemistry calculation of a structure of composition C2H6NP, from the OMol25 dataset.

The geometry in ORCA input format:
```
! wB97M-V def2-TZVPD RIJCOSX def2/J DEFGRID3
* xyz 0 1
C 0.604 -0.236 -2.009
C -1.043 0.034 1.694
N 1.774 -0.470 -1.983
P -0.053 0.077 0.246
H -0.038 0.176 -2.791
H -2.005 0.605 1.287
H -1.226 -0.971 1.922
H 2.175 -0.510 -1.076
H 1.438 -0.288 0.418
H 0.167 1.427 -0.210
*
```

As for the frontier orbital gap (alpha / beta): 7.6339 / 7.6332 eV.

Results of the natural (NBO) charge analysis, in e, for atoms 1 through 6: number 1, C, carries 0.0507; number 2, C, carries -0.9877; number 3, N, carries -0.6050; number 4, P, carries 0.6534; number 5, H, carries 0.1954; number 6, H, carries 0.2173

Most stable one: P, least stable one: Q.

--- P ---
The following is a quantum chemistry calculation of an isolated molecule of C2H4S3, from the OMol25 dataset.

The geometry in ORCA input format:
```
! wB97M-V def2-TZVPD RIJCOSX def2/J DEFGRID3
* xyz 0 1
C 0.825 0.555 -0.323
C -0.296 -0.350 -0.223
S -0.058 -1.976 0.162
S -1.753 0.184 -1.083
S -1.763 0.962 0.857
H 1.703 0.219 -0.810
H 1.101 0.890 0.745
H 0.427 1.462 -0.842
H -0.184 -1.946 1.517
*
```

As for the frontier orbital gap: 7.3215 eV. As for the SMILES: CC1(S)SS1.

Results of the natural (NBO) charge analysis, in e, for atoms 1 through 6: number 1, C, carries -0.7048; number 2, C, carries -0.2962; number 3, S, carries 0.0751; number 4, S, carries 0.1598; number 5, S, carries -0.1107; number 6, H, carries 0.2345

--- Q ---
The following is a quantum chemistry calculation of a structure of composition C2H4S3, from the OMol25 dataset.

The geometry in ORCA input format:
```
! wB97M-V def2-TZVPD RIJCOSX def2/J DEFGRID3
* xyz 0 1
C 0.221 0.521 0.011
C -0.606 -0.709 -0.038
S 1.936 0.526 0.117
S 2.609 -1.284 -0.021
S -0.385 2.082 -0.136
H -0.396 -1.448 0.795
H -0.098 -1.147 -0.808
H -1.701 -0.552 -0.308
H -1.579 2.011 0.388
*
```

As for the frontier orbital gap (alpha / beta): 7.1048 / 7.1058 eV.

Results of the natural (NBO) charge analysis, in e, for atoms 1 through 6: number 1, C, carries -0.3464; number 2, C, carries -0.6988; number 3, S, carries 0.4529; number 4, S, carries -0.4619; number 5, S, carries 0.1632; number 6, H, carries 0.2701

Most stable one: Q, least stable one: P.

--- P ---
The following is a quantum chemistry calculation of an isolated molecule of C3H2F2O, from the OMol25 dataset.

The geometry in ORCA input format:
```
! wB97M-V def2-TZVPD RIJCOSX def2/J DEFGRID3
* xyz 0 1
C -1.932 0.405 -0.501
C -0.768 0.110 -0.381
C 0.561 -0.026 0.287
O 1.474 -0.377 -0.594
F 0.934 1.178 0.997
F 0.499 -1.053 1.219
H -2.925 0.635 -0.905
H 2.157 -0.872 -0.124
*
```

As for the frontier orbital gap: 12.0626 eV. As for the SMILES: C#CC(O)(F)F.

Results of the natural (NBO) charge analysis, in e, for atoms 1 through 6: number 1, C, carries -0.1393; number 2, C, carries -0.1220; number 3, C, carries 0.8674; number 4, O, carries -0.6653; number 5, F, carries -0.3520; number 6, F, carries -0.3393

--- Q ---
The following is a quantum chemistry calculation of a cluster of 2 separate species, C3H2F2O in total, from the OMol25 dataset.

The geometry in ORCA input format:
```
! wB97M-V def2-TZVPD RIJCOSX def2/J DEFGRID3
* xyz 0 1
C -1.013 -1.770 0.076
C -0.434 -0.740 -0.092
C 0.182 0.559 -0.152
O -0.078 1.426 0.787
F 1.976 -0.103 0.116
F 0.475 1.092 -1.322
H -1.203 -2.797 0.021
H 0.093 2.334 0.566
*
```

As for the frontier orbital gap: 10.7079 eV.

Results of the natural (NBO) charge analysis, in e, for atoms 1 through 6: number 1, C, carries -0.0767; number 2, C, carries -0.1250; number 3, C, carries 0.9198; number 4, O, carries -0.6111; number 5, F, carries -0.5980; number 6, F, carries -0.2711

Most stable one: P, least stable one: Q.

--- P ---
The following is a quantum chemistry calculation of a cluster of 2 separate species, C2H3FOS in total, from the OMol25 dataset.

The geometry in ORCA input format:
```
! wB97M-V def2-TZVPD RIJCOSX def2/J DEFGRID3
* xyz 0 1
C -2.254 0.517 -0.534
C 1.737 -0.254 0.332
O -2.731 1.532 -0.191
F -2.983 -0.526 -0.968
S 0.438 -1.352 -0.274
H 2.714 -0.057 -0.118
H 1.943 -0.442 1.388
H 1.136 0.582 0.365
*
```

As for the frontier orbital gap (alpha / beta): 5.5107 / 5.5992 eV.

Results of the natural (NBO) charge analysis, in e, for atoms 1 through 6: number 1, C, carries 0.8195; number 2, C, carries -0.8010; number 3, O, carries -0.4933; number 4, F, carries -0.3199; number 5, S, carries 0.0918; number 6, H, carries 0.2325

--- Q ---
The following is a quantum chemistry calculation of a cluster of 2 separate species, C2H3FOS in total, from the OMol25 dataset.

The geometry in ORCA input format:
```
! wB97M-V def2-TZVPD RIJCOSX def2/J DEFGRID3
* xyz 0 1
C -1.342 -1.199 0.551
C 0.973 0.878 -0.431
O -1.643 -1.406 -0.597
F -1.938 -1.435 1.687
S 1.112 -0.188 1.015
H 0.699 0.338 -1.316
H 1.878 1.448 -0.673
H 0.262 1.564 -0.235
*
```

As for the frontier orbital gap (alpha / beta): 7.8820 / 7.4333 eV.

Results of the natural (NBO) charge analysis, in e, for atoms 1 through 6: number 1, C, carries 0.8840; number 2, C, carries -0.7651; number 3, O, carries -0.5103; number 4, F, carries -0.2884; number 5, S, carries 0.0112; number 6, H, carries 0.2253

Most stable one: Q, least stable one: P.